This record from the Open Molecules 2025 dataset describes 16 unconnected molecules or ions with the total composition C64H118N10O18 at a distorted geometry. The level of theory is wB97M-V/def2-TZVPD.

ORCA input file:
```
! RIJCOSX wB97M-V def2-TZVPD def2/J DEFGRID3
* xyz 0 1
H -2.501 -6.038 -1.052
O -2.607 -1.103 4.587
N 2.315 1.934 6.108
C -5.227 3.635 2.062
H -2.635 6.264 -2.613
C 4.230 -4.360 -0.072
C -5.683 0.574 -3.800
N -4.678 -5.824 -4.257
H 5.184 1.018 5.663
C -4.550 -5.120 6.308
C 5.357 -4.429 -1.017
H 5.172 -0.999 6.892
C -2.977 7.607 2.585
C -0.183 1.785 0.510
O -0.619 0.009 4.263
H 2.470 -7.026 2.603
C 4.318 0.793 4.924
C -0.839 2.616 -3.516
H 0.147 -1.395 2.195
H 3.071 0.030 -4.178
H 4.605 -3.553 -2.693
C 5.755 2.252 -2.161
H 1.340 -7.616 1.418
C -2.214 -5.012 -1.451
C -4.726 5.685 -2.035
H 0.422 6.553 1.028
H 3.906 2.429 -0.885
H -1.887 -2.317 0.176
H 6.358 1.458 -2.595
H -1.183 -2.209 2.920
C -3.427 -0.640 -1.199
H 5.460 -0.241 -4.466
H -5.692 2.149 0.625
H 1.716 -4.672 -6.609
O 1.208 0.655 -1.527
C -2.562 5.085 -0.863
H -5.949 -2.465 -6.662
O 2.910 -3.166 -6.069
H -4.852 3.458 -2.168
H 6.434 2.848 -1.545
C -3.274 -3.946 -1.508
H -5.081 6.522 -2.694
H -3.106 -2.348 1.504
H 1.736 5.116 4.152
C -4.870 2.888 0.784
H 2.968 0.875 -5.706
H -6.083 -0.395 -4.221
H -3.235 6.916 -1.076
H -0.611 1.959 1.524
C 5.019 0.410 -5.143
H -4.494 -1.004 -8.142
H 1.000 -3.655 -5.319
C 6.787 3.554 2.419
H -4.416 -5.383 7.357
C -4.014 -3.389 -6.735
H 2.488 0.311 2.336
H -0.433 4.700 -3.759
H 2.269 -4.743 -4.850
N 3.318 -4.274 0.614
C 0.962 3.533 -5.057
H 1.580 4.441 -5.331
H 5.269 -5.415 -1.535
H -6.027 -4.153 5.055
H 5.528 2.915 -3.019
O 3.201 -2.252 -3.991
C 1.429 -7.328 2.478
C 3.057 -2.170 -5.208
C 6.637 4.632 1.341
H -2.161 -0.840 1.149
C -2.639 -1.704 0.717
N 2.689 2.714 2.223
C -2.583 -3.298 -6.224
C -4.574 -4.337 -2.146
C -1.945 -0.081 4.475
H -6.028 4.328 1.921
C -5.802 -4.305 6.113
H -6.535 -4.905 6.581
C 3.556 0.131 -5.147
H 6.423 -3.516 -2.516
H -1.667 2.720 3.477
H 0.626 3.688 4.317
C 5.296 -1.997 -1.367
H -3.779 7.963 3.293
C 0.133 3.772 -3.726
O 0.332 0.429 0.545
H -6.114 4.296 -2.859
C 0.862 -0.033 -0.581
H 3.912 -0.891 2.470
N 0.385 -5.203 5.308
H 0.733 3.830 -2.789
O -4.055 4.304 2.443
H -3.936 2.336 0.941
H 2.416 -1.194 1.372
C -3.256 6.058 -1.689
C -0.067 -2.068 3.029
O 3.722 0.083 0.616
N -3.041 2.672 -4.987
H 5.147 1.374 -4.814
H 3.460 -0.946 6.844
C -4.429 -0.933 -7.057
H -0.130 -1.788 5.135
H -0.375 4.483 2.046
H -5.809 -3.335 6.603
H -4.542 4.299 -3.721
H -3.045 -3.533 5.810
H -5.242 -3.454 -2.385
H -1.416 -4.657 -0.819
H 0.798 -5.184 2.307
H 5.458 0.227 -6.154
C -3.204 -4.633 5.716
H -0.920 1.948 -0.241
H -0.311 1.663 -3.412
H -3.637 -3.626 -0.548
C -4.503 -5.152 -3.363
H 6.182 2.671 2.144
H 4.709 5.232 2.048
H 1.534 2.645 -5.010
H -0.043 -2.818 -3.308
C 5.418 -3.358 -2.040
H -0.687 -1.329 -2.468
H -3.789 -3.425 -7.814
H -3.986 1.301 -2.689
C 0.215 5.149 2.704
N 5.704 4.366 4.676
H 1.331 7.026 2.352
C 4.633 1.767 -1.283
H -3.344 -0.705 -6.840
H 0.502 -2.963 2.949
H 1.309 -8.366 4.343
H 4.592 1.231 3.950
C 2.040 3.411 2.859
H 4.080 0.917 -1.728
H 5.330 -1.173 -2.053
O 0.855 -1.350 -0.518
O -2.915 6.183 2.657
H -0.992 2.478 5.190
C -4.928 -2.225 -6.427
H -5.321 5.881 -1.169
C 5.170 4.882 1.065
H -2.345 -5.149 6.208
H -3.635 -0.045 -3.807
C -2.045 2.697 -4.375
C 0.146 -1.253 4.287
C 0.189 -1.891 -2.769
C 1.032 -8.529 3.320
H -1.308 2.745 -2.458
C 0.558 -5.669 4.257
H -4.954 -2.163 -5.311
C 4.851 0.695 0.904
H 5.258 -0.979 4.304
O 3.186 -1.042 -5.902
C 1.891 -4.142 -5.684
H 4.980 5.733 0.385
H 2.188 -1.863 -1.939
H -2.039 8.020 2.972
H 6.274 -4.391 -0.351
H -1.609 -5.154 -2.369
C 1.011 6.149 1.832
H -0.497 5.662 3.314
O -4.502 -0.580 -1.982
C 1.221 -2.133 -1.626
C -1.879 2.306 4.507
H 0.636 2.525 0.361
H -0.030 -8.691 3.312
C -3.996 5.652 2.102
H 1.162 -0.865 4.328
C 4.315 -1.335 6.272
H 1.351 -3.141 -1.210
H -4.871 3.589 -0.034
H 4.738 4.027 0.613
H 3.459 -1.203 4.412
H -5.474 2.993 2.873
H 4.422 -1.876 -0.760
H -2.873 -3.069 -2.051
H -0.495 -6.284 2.614
H 7.820 3.305 2.467
C 3.121 -0.452 1.801
H -5.165 -4.877 -1.432
C -4.368 0.370 -3.068
H 1.863 5.615 1.401
H 7.146 5.564 1.541
H -4.395 -4.323 -6.368
C 6.234 3.962 3.730
C -3.067 -4.967 4.314
H 0.234 3.539 -5.890
C 4.334 -0.716 4.858
C 0.572 -6.093 2.860
N -2.832 -5.376 3.257
O -3.734 -1.337 -0.091
C 3.184 1.473 5.519
H 0.731 -1.233 -3.472
N -1.462 -3.356 -5.912
O 5.404 0.626 1.959
H -4.857 -6.077 5.802
C 1.197 4.314 3.624
H -3.021 7.949 1.585
O -2.562 1.054 4.437
N -2.115 4.255 -0.239
C -5.050 4.369 -2.718
O -2.358 -0.153 -1.398
H 4.178 -2.409 6.363
H -5.117 -0.087 -6.729
H -6.520 0.926 -3.152
O -4.760 6.221 1.383
O 5.459 1.278 -0.177
H 1.540 -9.418 2.963
H 7.130 4.188 0.435
H -5.470 1.192 -4.630
H -2.555 3.080 4.896
H 6.150 -1.856 -0.668
*
```

Results
Molecular weight = 1315.700 g mol⁻¹
LUMO = 0.3 eV
Highest occupied orbital energy = -10.362 eV
Maximum force = 3.6 eV/Å
HOMO-LUMO gap = 10.7 eV